1.
{
  "formula": "C3H5N5",
  "method": "ωB97M-V with the def2-TZVPD basis set",
  "symbols": ["N", "N", "C", "N", "C", "N", "N", "C", "H", "H", "H", "H", "H"],
  "xyz": [[0.14297, 2.01239, 0.98938], [-0.14512, 1.92431, -0.37389], [-0.21518, 0.78771, -0.89936], [-0.01619, -0.43696, -0.24189], [0.37702, -1.54855, -0.97705], [0.03453, -2.64612, -0.37683], [-0.58393, -2.32035, 0.78970], [-0.61353, -0.94514, 0.80759], [0.60921, 2.90596, 1.13272], [0.82981, 1.30838, 1.42548], [-0.29273, 0.72575, -1.99177], [0.99733, -1.44433, -1.86060], [-1.12418, -0.32306, 1.57651]],
  "mulliken_charge": [-0.48, -0.32, 0.09, -0.08, -0.13, -0.35, -0.49, 0.01, 0.28, 0.24, 0.38, 0.40, 0.44],
  "molar_mass_g_mol": 111.11,
  "smiles": "N/N=C\\n1cnnc1",
  "homo_lumo_gap_ha": 0.3831,
  "energy_ev": -10640.21581,
  "multiplicity": 1,
  "e_lumo_ev": 0.65,
  "e_homo_ev": -9.778
}

---

2.
{
  "formula": "C4H8NO",
  "method": "ωB97M-V with the def2-TZVPD basis set",
  "symbols": ["O", "C", "N", "C", "C", "C", "H", "H", "H", "H", "H", "H", "H", "H"],
  "xyz": [[0.68243, 1.42885, 1.51965], [-0.05297, 0.28980, 1.48134], [0.52102, -0.69440, 0.49743], [0.33401, -0.10174, -0.86518], [-0.54071, -0.74363, -1.86594], [-0.99304, 0.34165, -1.33274], [0.61392, 1.91589, 0.70682], [-1.03499, 0.50608, 1.19184], [0.18660, -0.27920, 2.37516], [1.47161, -0.94717, 0.61728], [-0.22802, -1.53518, 0.70659], [1.35846, 0.32387, -1.32598], [-0.56646, -1.51655, -2.50910], [-1.75187, 1.01175, -1.19717]],
  "mulliken_charge": [-0.48, -0.51, -0.13, -0.40, -0.54, -0.27, 0.37, 0.44, 0.42, 0.31, 0.46, 0.37, 0.49, 0.48],
  "molar_mass_g_mol": 86.11,
  "total_charge": 1,
  "smiles": "OC[NH2+]C1C=C1",
  "homo_lumo_gap_ha": 0.4355,
  "energy_ev": -7804.72801,
  "multiplicity": 1,
  "e_lumo_ev": -3.49,
  "e_homo_ev": -15.337
}

---

3.
{
  "formula": "C4H20BO18",
  "method": "ωB97M-V with the def2-TZVPD basis set",
  "symbols": ["O", "C", "O", "B", "O", "C", "O", "O", "C", "O", "C", "O", "O", "O", "H", "H", "O", "H", "H", "O", "H", "H", "O", "H", "H", "O", "H", "H", "O", "H", "H", "O", "H", "H", "O", "H", "H", "O", "H", "H", "O", "H", "H"],
  "xyz": [[0.18449, 1.21477, 2.81849], [-0.01533, 0.99063, 1.59423], [0.00905, -0.18663, 0.90287], [-0.18543, 0.10919, -0.55231], [-0.34935, 1.60066, -0.60851], [-0.22411, 2.16099, 0.58997], [-0.22640, 3.35595, 0.78030], [-1.35527, -0.57361, -1.08791], [-1.02908, -1.43805, -2.00817], [-1.75010, -2.16440, -2.65134], [0.51091, -1.36511, -2.21340], [0.93488, -0.38772, -1.39536], [1.18490, -1.94938, -3.04761], [2.93273, 2.60872, 3.32926], [3.19234, 1.87825, 2.76780], [1.97631, 2.57265, 3.34309], [1.52567, -2.57973, 1.71954], [1.11766, -2.06369, 1.02422], [1.06557, -2.31526, 2.51616], [3.32754, -4.80300, -3.06013], [3.18036, -3.94823, -3.46503], [3.18399, -4.65378, -2.12560], [-2.71135, -4.58062, -2.09462], [-2.09315, -3.85141, -2.14265], [-3.43687, -4.24586, -1.56756], [2.98207, -2.07671, -5.39531], [3.59578, -2.13690, -4.66322], [2.11888, -2.17550, -4.99360], [-3.12746, 4.22998, -0.81645], [-2.48997, 3.67917, -0.36210], [-3.33048, 4.92682, -0.19241], [-4.08450, -1.07983, -0.09531], [-3.23846, -1.06622, -0.54282], [-4.03723, -1.84018, 0.48423], [2.85934, 2.50728, -1.38789], [2.20989, 3.20730, -1.45435], [2.44166, 1.75227, -1.80229], [-0.17809, 1.55038, 5.82637], [-1.13209, 1.49011, 5.77649], [0.13682, 0.85987, 5.24306], [-1.94550, 3.98153, 3.64133], [-1.30370, 3.44299, 3.17842], [-2.42697, 3.36252, 4.19018]],
  "mulliken_charge": [-0.47, 0.20, -0.27, 1.36, -0.47, 0.79, -0.60, -0.87, 0.73, -0.72, 0.41, -0.55, -0.62, -0.63, 0.31, 0.32, -0.67, 0.36, 0.28, -0.63, 0.31, 0.32, -0.66, 0.38, 0.30, -0.62, 0.29, 0.39, -0.65, 0.33, 0.31, -0.64, 0.46, 0.29, -0.63, 0.31, 0.31, -0.61, 0.29, 0.31, -0.66, 0.34, 0.29],
  "molar_mass_g_mol": 367.00,
  "total_charge": -1,
  "homo_lumo_gap_ha": 0.3892,
  "energy_ev": -42012.68008,
  "multiplicity": 1,
  "e_lumo_ev": 1.69,
  "e_homo_ev": -8.902
}